[1]
# C2H10NO2

2 unconnected molecules or ions with the total composition C2H10NO2 in a non-equilibrium geometry (wB97M-V/def2-TZVPD, OMol25).

Its net charge is +1. Its HOMO energy is -14.625 eV. For the LUMO energy, the calculation gives -3.43 eV. The value obtained for the HOMO-LUMO gap is 11.19 eV.

Atoms and positions in Å:
C 1.30547 -0.91225 0.07152
H 1.23806 -2.30197 1.51780
O -2.12416 0.89549 0.89829
H 0.73176 1.34577 -1.69591
H 1.72989 -1.72290 -0.51153
H -2.92490 0.46133 0.56779
H 2.01522 -0.11638 0.29669
H -0.67674 1.63594 -0.86185
C 0.07042 -0.32879 -0.63693
H -0.90142 -0.58558 -0.24644
H 0.76772 1.51577 -0.03644
H -2.35254 1.10986 1.81403
H 0.05052 -0.72389 -1.65175
N 0.23151 1.17311 -0.83055
O 0.83920 -1.44551 1.30528

[2]
# C15H25N2O3

2 unconnected molecules or ions with the total composition C15H25N2O3 in a non-equilibrium geometry (wB97M-V/def2-TZVPD, OMol25).

Its net charge is -1. Its HOMO energy is -1.896 eV. For the LUMO energy, the calculation gives 2.90 eV. The value obtained for the HOMO-LUMO gap is 4.79 eV.

Atoms and positions in Å:
C -2.81359 0.56648 -1.94042
H -0.49401 0.30197 3.19768
H 1.05916 -3.37207 1.80896
C 0.22183 -0.13844 2.50026
C 1.53832 0.61690 2.72239
H -0.13544 0.14442 1.47863
H -2.27681 2.10315 -3.01810
H 0.27132 2.35340 2.38650
H 0.24080 -1.44668 -4.52328
O -2.92218 -1.56970 2.44360
H -0.44171 0.00945 -3.79771
C 2.06625 -1.20938 -0.42950
H 0.67547 2.17028 0.03604
O -0.94143 -2.29462 2.46435
H 2.67920 -0.23795 -2.22860
C 1.88431 -0.80271 -1.75229
C -4.22813 1.04019 -1.66624
C 1.29518 -2.30600 1.71889
H 3.17803 2.63702 1.49458
C 0.44192 -0.63144 -3.82841
H -1.15818 -2.12880 -2.27189
H 2.32493 0.24824 2.06370
H -2.79129 -0.51021 -2.08591
H 2.34144 -2.20550 2.01278
H -2.16133 0.80767 -1.09652
N -1.95617 -1.71120 3.13639
N 1.67565 2.30854 0.06493
H -4.62417 0.57453 -0.76309
C 1.09665 -1.92899 0.26394
C -0.24773 -1.86438 -1.74388
H 2.14558 1.46104 -0.21405
H -0.83787 -2.85089 0.05354
C 2.09832 2.76093 1.38698
C 0.70792 -1.10612 -2.42226
C -0.06524 -2.27244 -0.43312
C 0.36833 -1.62312 2.72692
H -4.88128 0.79555 -2.50586
H 1.78892 0.45111 3.77184
H 1.62381 2.67516 3.46074
H 2.99214 -0.94479 0.07268
H -4.25415 2.12546 -1.53529
C 1.33184 2.13776 2.55258
H 1.25961 0.00314 -4.17081
O -2.28100 1.14853 -3.13523
H 1.92590 3.84479 1.42627

- Which of these has the lowest LUMO energy?
  C2H10NO2